# C5H15N3

A single C5H15N3 molecule (ωB97M-V/def2-TZVPD, the OMol25 dataset).

Properties
E_LUMO: 1.056 eV
energy relative to the best compared isomer or geometry (same formula, charge and spin): 49.3 kcal per mole
SMILES string: CC[C@@H](N)N(C)NC
multiplicity: 1
DFT total energy: -9897.0120 eV

Positions of all 23 atoms, in Å:
C  2.79  0.21  1.14
C  1.67  -0.57  0.45
C  0.23  0.14  0.53
N  0.27  1.59  0.57
N  -0.60  -0.33  -0.57
C  -0.17  0.11  -1.90
N  -2.03  0.16  -0.30
C  -2.82  -1.02  0.06
H  3.69  -0.40  1.20
H  3.04  1.11  0.57
H  2.50  0.51  2.15
H  1.57  -1.54  0.93
H  1.99  -0.77  -0.58
H  -0.20  -0.21  1.48
H  0.47  1.89  1.52
H  -0.67  1.89  0.34
H  -0.97  0.06  -2.65
H  0.20  1.14  -1.98
H  0.61  -0.54  -2.29
H  -2.44  0.56  -1.15
H  -2.78  -1.79  -0.72
H  -2.48  -1.46  1.00
H  -3.87  -0.74  0.18

=====

# C5H15N3

2 unconnected molecules or ions with the total composition C5H15N3 (ωB97M-V/def2-TZVPD, the OMol25 dataset).

Properties
E_LUMO: -8.272 eV
energy relative to the best compared isomer or geometry (same formula, charge and spin): 142.8 kcal per mole
charge: +2
multiplicity: 1
DFT total energy: -9877.3652 eV

Positions of all 23 atoms, in Å:
C  1.54  0.56  -1.32
C  2.96  0.44  0.87
C  0.74  -1.31  0.06
C  -2.71  -0.74  0.68
C  -3.12  1.24  -0.42
N  1.80  0.79  0.05
N  0.60  0.10  -0.31
N  -2.35  0.25  -0.23
H  1.26  1.34  -2.13
H  2.05  -0.34  -1.74
H  2.71  0.84  1.91
H  3.25  -0.55  0.95
H  3.79  1.22  0.54
H  -0.24  -1.69  -0.12
H  1.51  -1.83  -0.62
H  1.02  -1.29  1.17
H  -1.97  -1.35  1.02
H  -3.09  -0.29  1.53
H  -3.56  -1.24  0.22
H  -3.73  1.65  0.38
H  1.56  1.80  0.27
H  -2.97  1.87  -1.24
H  -1.45  0.03  -0.71

=====

# C5H15N3O

2 unconnected molecules or ions with the total composition C5H15N3O (ωB97M-V/def2-TZVPD, the OMol25 dataset).

Properties
E_LUMO: 0.680 eV
energy relative to the best compared isomer or geometry (same formula, charge and spin): 58.7 kcal per mole
SMILES string: C/N=C\N.CCN(C)O
multiplicity: 1
DFT total energy: -11944.2058 eV

Positions of all 24 atoms, in Å:
C  -4.01  0.43  -0.38
N  -3.11  -0.69  -0.30
C  -1.91  -0.58  -0.68
N  -1.29  0.50  -1.24
H  -4.20  0.72  -1.42
H  -4.96  0.12  0.07
H  -3.64  1.30  0.17
H  -1.29  -1.46  -0.60
H  -0.28  0.52  -1.28
H  -1.76  1.39  -1.21
C  1.89  -2.03  0.28
C  1.60  -0.71  0.99
N  2.26  0.40  0.31
C  2.07  1.66  1.00
O  1.70  0.54  -1.01
H  1.46  -2.03  -0.72
H  1.47  -2.85  0.85
H  2.97  -2.17  0.19
H  2.02  -0.73  2.00
H  0.52  -0.55  1.06
H  1.01  1.88  1.19
H  2.59  1.60  1.95
H  2.50  2.45  0.40
H  2.41  0.30  -1.62

=====

# C5H15N3P2

A single C5H15N3P2 molecule (ωB97M-V/def2-TZVPD, the OMol25 dataset).

Properties
E_LUMO (spin up / spin down): 1.092 / -1.093 eV
energy relative to the best compared isomer or geometry (same formula, charge and spin): 0.0 kcal per mole
multiplicity: 3
DFT total energy: -28470.9944 eV

Positions of all 25 atoms, in Å:
C  0.94  -0.12  -2.01
C  2.01  -1.60  0.98
C  -2.00  1.70  -0.37
C  1.21  1.37  1.84
C  -2.30  -1.37  -0.49
N  1.33  -0.06  -0.59
N  0.99  -1.25  0.00
N  -0.92  0.93  0.18
P  0.70  1.47  0.03
P  -1.26  -0.71  0.87
H  1.59  0.60  -2.68
H  1.27  -1.21  -2.30
H  -0.13  -0.03  -2.18
H  1.58  -2.36  1.80
H  2.74  -2.17  0.34
H  2.39  -0.72  1.56
H  -1.45  2.48  -0.84
H  -2.50  1.10  -0.99
H  -2.59  2.18  0.44
H  2.36  1.39  1.82
H  0.94  0.57  2.51
H  0.75  2.25  2.43
H  -3.40  -1.32  -0.32
H  -2.04  -2.35  -0.61
H  -2.21  -0.76  -1.38

=====

# C5H15NO

2 unconnected molecules or ions with the total composition C5H15NO (ωB97M-V/def2-TZVPD, the OMol25 dataset).

Properties
E_LUMO: 0.823 eV
energy relative to the best compared isomer or geometry (same formula, charge and spin): 28.2 kcal per mole
SMILES string: CCN(C)CC.O
multiplicity: 1
DFT total energy: -8965.1352 eV

Positions of all 22 atoms, in Å:
C  -1.19  1.44  1.22
C  -0.87  0.06  1.78
N  0.28  -0.61  1.11
C  1.38  0.20  0.70
C  -0.04  -1.73  0.26
C  -0.41  -1.40  -1.19
H  -1.26  1.39  0.12
H  -0.42  2.17  1.45
H  -2.19  1.75  1.54
H  -0.55  0.09  2.82
H  -1.72  -0.58  1.62
H  2.32  -0.37  0.72
H  1.34  0.63  -0.32
H  1.51  1.05  1.36
H  0.81  -2.42  0.24
H  -0.86  -2.27  0.74
H  -1.23  -0.67  -1.22
H  0.42  -1.00  -1.75
H  -0.71  -2.31  -1.71
O  0.68  1.54  -3.07
H  1.07  2.30  -2.64
H  1.01  0.72  -2.67

=====

# C5H15NO

2 unconnected molecules or ions with the total composition C5H15NO (ωB97M-V/def2-TZVPD, the OMol25 dataset).

Properties
E_LUMO: 0.911 eV
energy relative to the best compared isomer or geometry (same formula, charge and spin): 15.8 kcal per mole
SMILES string: CC(C)N.CCO
multiplicity: 1
DFT total energy: -8965.6745 eV

Positions of all 22 atoms, in Å:
C  0.14  0.14  2.28
C  -0.97  -0.66  1.59
C  -2.01  0.27  1.01
N  -0.40  -1.45  0.45
H  0.81  -0.49  2.88
H  0.70  0.69  1.51
H  -0.34  0.82  2.99
H  -1.38  -1.32  2.36
H  -1.50  1.06  0.45
H  -2.52  0.83  1.81
H  -2.76  -0.19  0.38
H  0.44  -1.86  0.78
H  -0.99  -2.23  0.14
C  1.15  1.80  -1.79
C  1.55  0.29  -1.61
O  0.47  -0.52  -1.99
H  1.86  2.45  -1.24
H  0.15  2.01  -1.40
H  1.16  2.04  -2.86
H  2.46  0.11  -2.19
H  1.82  0.08  -0.57
H  -0.07  -0.71  -1.21

=====

# C5H15NO

2 unconnected molecules or ions with the total composition C5H15NO (ωB97M-V/def2-TZVPD, the OMol25 dataset).

Properties
E_LUMO: 0.943 eV
energy relative to the best compared isomer or geometry (same formula, charge and spin): 59.4 kcal per mole
SMILES string: CCCN(C)C.O
multiplicity: 1
DFT total energy: -8963.7842 eV

Positions of all 22 atoms, in Å:
C  1.39  -0.89  -0.89
C  0.47  -1.09  0.34
C  0.17  0.32  1.19
N  -0.73  1.10  0.36
C  -1.89  1.62  1.12
C  -0.08  2.22  -0.35
H  2.42  -0.56  -0.72
H  1.66  -1.89  -1.28
H  0.86  -0.07  -1.51
H  0.86  -1.84  1.09
H  -0.58  -1.46  0.39
H  1.15  0.88  1.37
H  -0.24  0.01  2.16
H  -2.23  2.55  0.64
H  -1.61  1.82  2.17
H  -2.65  0.90  1.17
H  -0.80  2.41  -1.28
H  -0.03  3.10  0.26
H  0.84  1.98  -0.87
O  0.00  -3.69  -1.93
H  0.74  -3.11  -2.13
H  0.28  -4.31  -1.28

=====

# C5H15NO2

2 unconnected molecules or ions with the total composition C5H15NO2 (ωB97M-V/def2-TZVPD, the OMol25 dataset).

Properties
E_LUMO: 0.594 eV
energy relative to the best compared isomer or geometry (same formula, charge and spin): 29.3 kcal per mole
SMILES string: CC[C@@H](CO)NC.O
multiplicity: 1
DFT total energy: -11012.6740 eV

Positions of all 23 atoms, in Å:
C  1.93  0.34  1.38
C  0.74  -0.55  1.04
C  0.41  -0.52  -0.44
C  -0.39  -1.75  -0.85
O  0.47  -2.90  -0.88
N  -0.31  0.67  -0.79
C  0.19  1.77  -1.61
H  2.01  0.59  2.44
H  2.84  -0.15  1.02
H  1.84  1.29  0.84
H  0.95  -1.56  1.38
H  -0.16  -0.21  1.58
H  1.35  -0.56  -0.99
H  -0.81  -1.58  -1.84
H  -1.21  -1.91  -0.15
H  0.08  -3.62  -0.38
H  -0.95  0.97  -0.08
H  -0.51  2.07  -2.38
H  1.14  1.49  -2.05
H  0.37  2.67  -1.02
O  -3.35  1.17  0.85
H  -2.85  1.74  1.45
H  -3.79  0.53  1.46